# 1
78
Properties=species:S:1:pos:R:3:lowdin_spin:R:1 method="wB97M-V/def2-TZVPD" homo_lumo_gap_ev="8.10 / 2.85" charge=+1 spin_multiplicity=2
O -17.902 12.766 -12.206 0.0000
O -11.564 8.858 -8.890 0.0000
O -12.732 10.275 -13.040 0.0000
O -9.590 17.133 -16.564 0.6934
O -11.914 12.210 -16.943 -0.0001
O -9.480 16.416 -14.452 0.0542
O -13.343 7.832 -7.940 0.0000
O -12.552 10.273 -17.487 0.0000
O -14.191 8.085 -13.619 0.0000
O -18.768 11.573 -13.983 0.0000
O -15.136 16.127 -14.368 0.0005
O -13.231 7.126 -11.861 0.0000
O -14.319 14.595 -15.857 0.0012
C -14.104 7.151 -12.817 0.0000
C -11.111 8.800 -16.302 0.0000
C -16.797 14.741 -15.563 0.0002
C -14.094 4.995 -12.032 0.0000
C -10.099 16.588 -15.617 0.0833
C -11.377 9.888 -9.849 0.0000
C -12.906 8.706 -8.651 0.0000
C -12.666 10.712 -9.748 0.0000
C -15.376 15.250 -15.182 0.0001
C -10.389 16.059 -13.414 0.0066
C -13.195 5.871 -11.177 0.0000
C -18.237 9.384 -13.460 0.0000
C -16.321 13.458 -16.225 0.0001
C -14.890 13.643 -16.781 0.0000
C -11.706 11.014 -16.989 0.0000
C -11.345 15.206 -14.198 0.0429
C -10.465 10.172 -16.375 0.0000
C -14.913 5.872 -12.886 0.0000
C -13.694 9.691 -9.423 0.0000
C -11.448 15.922 -15.589 0.1032
C -12.293 8.833 -17.265 0.0000
C -13.591 11.212 -13.557 0.0001
C -17.612 10.279 -12.379 0.0000
C -18.085 11.683 -12.818 0.0000
C -18.528 10.334 -14.596 0.0000
H -17.046 13.170 -16.986 0.0000
H -12.629 11.415 -8.915 0.0000
H -17.913 9.981 -11.374 0.0000
H -15.124 5.573 -13.913 0.0000
H -13.192 8.294 -16.966 0.0000
H -19.385 9.995 -15.177 0.0000
H -9.992 15.397 -12.645 0.0061
H -16.525 10.279 -12.463 0.0000
H -12.806 11.350 -10.621 0.0000
H -14.624 4.263 -11.423 0.0000
H -14.358 12.715 -16.572 0.0000
H -10.948 14.197 -14.304 0.0003
H -12.184 5.477 -11.077 0.0000
H -16.324 12.669 -15.473 0.0000
H -11.655 15.214 -16.392 -0.0014
H -14.730 14.105 -17.756 0.0000
H -12.284 16.622 -15.568 0.0006
H -19.175 8.940 -13.128 0.0000
H -11.924 8.436 -18.210 0.0000
H -15.911 6.124 -12.528 0.0000
H -17.611 8.553 -13.785 0.0000
H -10.225 10.600 -15.402 0.0000
H -11.248 9.502 -10.860 0.0000
H -14.535 10.136 -8.891 0.0000
H -13.386 4.559 -12.737 0.0000
H -17.666 10.404 -15.260 0.0000
H -13.198 9.466 -13.264 0.0000
H -10.828 16.967 -13.002 -0.0002
H -10.334 8.067 -16.517 0.0000
H -13.788 11.019 -14.611 0.0000
H -14.533 11.328 -13.021 0.0000
H -17.381 15.450 -16.150 0.0000
H -10.497 10.480 -9.599 0.0000
H -13.676 5.975 -10.204 0.0000
H -11.458 8.530 -15.304 0.0000
H -9.557 10.149 -16.977 0.0000
H -14.065 9.207 -10.327 0.0000
H -13.023 12.137 -13.665 0.0000
H -17.324 14.487 -14.643 0.0000
H -12.323 15.094 -13.729 0.0091

# 2
20
Properties=species:S:1:pos:R:3:lowdin_charge:R:1 method="wB97M-V/def2-TZVPD" relative_energy_kj_mol=268.7 homo_lumo_gap_ev=7.94 charge=+1
O -0.917 2.744 -0.852 -0.0252
N 0.225 2.238 1.061 0.1089
N -0.881 -0.815 -0.391 0.0767
C -0.561 1.750 0.111 -0.1717
C -1.212 -1.041 0.981 -0.1360
C 1.007 -0.734 -1.894 -0.0025
C 1.123 -1.349 0.680 0.0424
C 0.158 -1.349 1.599 0.0087
C 0.433 -0.996 -0.613 -0.2203
H 0.489 3.245 1.010 0.1326
H 0.336 -0.951 -2.734 0.1064
H -1.512 -0.556 -1.090 0.1474
H 0.225 -1.512 2.649 0.1183
H 1.321 0.254 -2.063 0.0843
H -1.522 2.302 -1.465 0.0763
H -1.627 -0.156 1.498 0.1311
H 0.732 1.688 1.732 0.0927
H 2.160 -1.524 0.764 0.1136
H -1.939 -1.869 1.175 0.1622
H 1.962 -1.371 -2.159 0.1541

# 3
116
Properties=species:S:1:pos:R:3:lowdin_spin:R:1 method="wB97M-V/def2-TZVPD" relative_energy_kj_mol=0.0 homo_lumo_gap_ev="5.53 / 5.83" charge=+2 spin_multiplicity=2
Os 0.008 -0.178 0.841 0.6898
Ge 2.438 -0.014 -0.063 0.0100
Ge 4.013 -1.268 1.397 0.0042
S -0.922 -8.431 2.064 0.0095
P -1.568 -1.711 -2.022 0.0038
O -2.660 -8.020 0.094 0.0009
O -1.246 -0.857 -0.813 0.0177
C -3.238 0.083 1.270 0.0025
C 2.324 -3.091 -2.102 0.0076
C -1.820 2.330 -0.528 -0.0002
C -4.920 -4.645 -1.119 -0.0001
C -0.098 2.138 1.379 -0.0078
C -1.934 -0.700 -3.453 -0.0006
C 3.919 2.363 0.811 -0.0001
C -0.400 -5.760 2.291 -0.0065
C 4.159 4.412 -0.423 -0.0001
C 1.008 -2.639 -1.464 0.0146
C 2.922 -1.774 -2.790 0.0006
C -3.003 -3.380 -0.423 0.0002
C -3.983 -4.316 -0.147 -0.0001
C 2.912 2.578 -1.353 -0.0004
C 0.711 -3.031 -0.006 0.1498
C -1.896 0.693 1.523 0.0107
C -3.434 0.892 -4.464 0.0000
C -1.257 1.727 0.715 -0.0030
C -4.877 -4.043 -2.368 0.0001
C -2.552 1.038 -5.529 -0.0002
C -0.001 -4.527 1.819 0.0384
C 4.183 -3.177 0.972 0.0052
C 1.141 1.489 3.581 0.0075
C 3.408 3.870 -1.459 -0.0001
C -1.082 0.465 2.669 0.0132
C 1.014 -4.454 -3.712 0.0004
C 0.379 -5.479 -0.358 0.0379
C 0.588 -1.926 0.754 -0.0950
C -1.365 0.320 -5.558 0.0000
C -0.182 -2.804 -2.379 0.0060
C 3.429 -1.149 3.261 -0.0007
C 0.672 3.371 1.063 -0.0015
C 3.891 -2.106 -3.852 0.0035
C 0.087 1.296 2.543 0.0127
C -2.962 -2.766 -1.676 0.0030
C 0.381 -4.362 0.478 0.0036
C 2.168 -4.214 -3.092 0.0020
C -3.068 -10.012 1.381 0.0009
C 4.416 3.657 0.712 -0.0001
C -1.402 -0.448 3.808 0.0014
C -0.416 -6.863 1.438 0.0476
C -2.363 -8.745 0.998 0.0052
C -3.128 0.026 -3.428 -0.0002
C 5.852 -0.589 1.253 0.0014
C -3.894 -3.106 -2.655 0.0006
C 5.111 -1.540 -3.926 0.0002
C -0.166 -3.634 -3.426 0.0031
C 3.327 -0.744 -1.792 0.0000
C 3.159 1.808 -0.216 -0.0024
C -1.055 -0.549 -4.522 -0.0003
C 4.596 -0.203 -1.933 0.0006
C -0.009 -6.718 0.115 -0.0078
C 5.469 -0.596 -2.936 0.0034
H 1.677 3.355 1.470 0.0000
H -0.135 -1.119 -4.558 0.0000
H 0.676 -5.382 -1.393 0.0024
H 3.032 -3.389 -1.332 0.0004
H 6.365 -1.044 0.405 0.0000
H -1.850 0.127 4.623 0.0001
H -0.509 -0.934 4.197 0.0002
H -4.013 -4.798 0.822 0.0000
H 5.007 4.074 1.518 0.0000
H -3.654 -9.831 2.283 0.0000
H -1.029 2.736 -1.158 0.0000
H -0.004 -7.574 -0.544 -0.0012
H -2.796 1.710 -6.341 0.0000
H 4.907 -3.569 1.690 0.0011
H 4.133 1.785 1.705 0.0000
H 3.574 -2.825 -4.597 0.0002
H 1.096 -1.562 -1.387 -0.0001
H -3.929 0.370 2.065 0.0009
H -2.114 -1.215 3.509 0.0000
H -0.716 -5.876 3.319 -0.0013
H 4.546 5.419 -0.504 0.0000
H -3.822 -0.097 -2.605 0.0000
H 1.276 0.598 4.188 0.0002
H 0.137 4.207 1.524 -0.0006
H 0.730 3.564 -0.004 -0.0001
H 2.097 1.749 3.128 0.0007
H -3.734 -10.309 0.574 0.0002
H 4.602 -3.348 -0.021 -0.0001
H 0.004 -3.673 2.488 0.0006
H -1.028 -3.714 -4.080 0.0003
H -3.196 -1.004 1.233 0.0003
H 6.379 -0.892 2.160 0.0002
H 3.581 -0.150 3.666 -0.0001
H 0.927 -5.262 -4.426 0.0000
H 4.942 0.545 -1.231 0.0001
H -2.259 -3.133 0.327 0.0000
H 6.461 -0.158 -2.962 0.0001
H -3.863 -2.640 -3.632 0.0000
H 2.034 -1.377 -3.319 0.0004
H 2.323 2.168 -2.170 0.0000
H -5.608 -4.303 -3.122 0.0000
H 0.854 2.308 4.245 0.0015
H -2.355 -10.806 1.598 0.0001
H 3.209 4.456 -2.347 0.0000
H 3.256 -3.739 1.084 0.0008
H -5.683 -5.381 -0.903 0.0000
H -3.651 0.435 0.328 0.0002
H 5.806 -1.795 -4.714 -0.0001
H -4.363 1.446 -4.447 0.0000
H -0.686 0.431 -6.393 0.0000
H -2.509 3.141 -0.283 -0.0002
H 3.034 -4.835 -3.290 0.0003
H -2.362 1.586 -1.109 -0.0002
H 5.925 0.493 1.164 0.0000
H 4.034 -1.848 3.840 -0.0001
H 2.380 -1.424 3.371 -0.0001

# 4
86
Properties=species:S:1:pos:R:3:lowdin_charge:R:1 method="wB97M-V/def2-TZVPD" homo_lumo_gap_ev=6.97 charge=0
I 2.037 -2.436 -2.340 1.0528
Pd 0.133 -0.369 0.028 0.8235
Si -3.119 0.516 -0.187 0.4032
Si -1.566 0.303 -2.885 0.3832
N -0.422 -2.314 -0.683 -0.0749
C 0.024 0.703 -3.800 -0.1891
C -4.382 -0.669 -0.943 -0.1897
C 1.234 -2.102 2.799 -0.5560
C 1.575 -3.351 1.981 -0.0409
C 2.232 -1.978 3.960 -0.0392
C 4.129 2.509 0.262 -0.0493
C 1.344 -0.851 1.953 -0.2671
C -1.364 -4.850 -1.339 -0.0441
C 2.372 -0.590 0.965 -0.0809
C 0.734 3.598 0.015 -0.0401
C 4.543 0.248 -0.571 -0.0779
C -2.854 1.473 -3.619 -0.1912
C -2.096 -4.022 -0.504 -0.0371
C 1.533 3.421 2.388 -0.0313
C 3.435 1.297 -0.380 -0.5227
C -3.062 0.019 1.645 -0.1906
C 0.264 -3.115 -1.496 -0.7897
C -0.164 -4.389 -1.845 -0.1370
C -0.179 -2.249 3.366 -0.0444
C -1.445 0.579 -1.043 -0.4317
C 2.932 1.650 -1.783 -0.0465
C -1.590 -2.775 -0.202 -0.1377
C -0.780 2.813 1.793 -0.0585
C 0.658 0.337 2.117 -0.1092
C 0.671 2.762 1.295 -0.5232
C -2.055 -1.436 -3.418 -0.1687
C 2.336 0.720 0.521 -0.1399
C -3.946 2.205 -0.279 -0.1738
C 1.119 1.303 1.138 -0.1802
H 0.140 3.153 -0.784 0.0716
H 1.746 3.728 -0.355 0.0537
H -3.993 2.561 -1.311 0.0149
H 2.654 0.735 -2.307 0.0317
H -1.199 1.650 -1.002 -0.0232
H 0.097 1.772 -4.022 0.0355
H 1.467 -4.245 2.600 0.0887
H -4.972 2.139 0.097 0.0340
H 2.207 -2.875 4.587 0.0842
H -3.879 1.238 -3.321 0.0151
H 3.084 -1.334 0.645 0.0849
H 4.171 -0.648 -1.071 0.0226
H 0.333 4.594 0.220 0.0899
H -4.624 -0.437 -1.983 0.0198
H -3.411 0.842 2.276 0.0341
H 1.154 4.425 2.599 0.0895
H 0.887 0.427 -3.203 -0.0508
H -0.871 2.476 2.827 0.0855
H -0.464 -1.382 3.966 0.0837
H -2.316 -1.404 -4.481 0.0382
H -1.142 3.842 1.754 0.0918
H 1.482 2.838 3.310 0.0906
H -3.422 2.961 0.312 0.0214
H 4.989 -0.045 0.382 0.0923
H 5.016 2.768 -0.323 0.0853
H -1.229 -2.143 -3.317 0.0028
H 0.908 -3.450 1.122 0.0593
H -0.238 -3.132 4.007 0.0881
H -2.648 2.504 -3.315 0.0307
H 0.436 -4.993 -2.510 0.0935
H 4.452 2.275 1.280 0.0938
H -1.426 2.197 1.174 0.0320
H 2.063 2.303 -1.773 0.0610
H -5.303 -0.570 -0.358 0.0351
H 1.991 -1.114 4.582 0.0884
H -0.911 -2.359 2.565 0.0651
H -2.050 -0.232 1.964 -0.0195
H 2.603 -3.327 1.612 0.0827
H 2.579 3.508 2.102 0.0586
H -2.916 -1.837 -2.877 0.0122
H -1.723 -5.837 -1.601 0.1158
H -2.809 1.438 -4.712 0.0313
H 5.331 0.673 -1.198 0.0876
H -3.710 -0.838 1.854 0.0305
H -0.137 0.507 2.823 0.0979
H -3.044 -4.329 -0.084 0.1165
H 3.726 2.138 -2.356 0.0931
H -2.119 -2.101 0.457 0.0777
H -4.077 -1.718 -0.898 0.0077
H 3.500 3.393 0.299 0.0523
H 0.082 0.160 -4.748 0.0337
H 3.250 -1.851 3.584 0.0870

# 5
47
Properties=species:S:1:pos:R:3:lowdin_charge:R:1 method="wB97M-V/def2-TZVPD" relative_energy_kj_mol=1659.9 homo_lumo_gap_ev=7.33 charge=-2
S 0.170 0.361 -0.039 0.5260
O -0.948 1.182 -0.361 -0.2826
O 1.385 1.251 0.073 -0.3478
O -1.833 -1.070 2.259 -0.0816
O -0.384 -3.030 -0.791 0.1213
O 2.994 1.340 1.962 -0.1409
O -3.343 2.261 0.682 -0.1151
O 1.034 -2.347 2.285 -0.0172
O -0.147 -0.136 1.232 -0.2686
O -2.872 0.117 -1.568 0.1074
O -1.320 3.151 -1.219 -0.0964
O 3.625 0.725 -1.561 -0.0827
O 2.156 3.366 -0.713 -0.0982
O 2.632 -1.980 -1.618 -0.0411
O -3.310 0.114 0.299 -0.0465
O 0.481 -0.744 -0.987 -0.3190
O 0.004 -1.010 -3.702 -0.0976
O -1.472 -2.696 0.659 -0.0534
O 0.403 1.166 3.216 -0.1253
H -2.798 0.302 -0.489 -0.2275
H -3.650 1.376 0.918 -0.0367
H 2.688 0.964 -1.261 0.0261
H 3.728 1.999 1.830 0.0571
H -0.772 2.349 -1.161 -0.0398
H 2.403 -2.721 -2.154 0.0287
H 1.828 -1.858 2.329 0.0203
H -1.023 3.570 -0.381 0.0570
H 0.364 -0.917 -2.852 -0.0692
H 2.516 1.293 1.041 0.0065
H 0.313 -3.681 -0.525 0.1499
H -1.255 -1.925 1.226 -0.0579
H -2.756 2.172 -0.083 -0.0197
H 1.728 -1.668 -1.570 -0.0325
H -0.105 0.553 2.598 -0.0044
H 3.449 -0.177 -1.793 -0.0304
H 1.348 1.003 2.899 0.0120
H -2.173 0.604 -1.172 0.0129
H -0.803 -2.829 0.055 -0.4416
H 0.808 -1.597 1.744 -0.0116
H 1.987 2.428 -0.512 -0.0835
H -1.021 -0.709 1.778 -0.1367
H -2.815 -0.278 0.920 -0.0383
H 1.415 3.680 -0.149 0.0391
H -1.269 -1.313 2.990 0.0586
H -2.547 -0.750 -1.705 0.0887
H -0.074 -2.127 -0.925 0.0025
H -0.767 -1.766 -3.704 0.1294